Entry 1:
# C14H56N28O14

14 unconnected molecules or ions with the total composition C14H56N28O14 (ωB97M-V with the def2-TZVPD basis set, OMol25).

Summary:
Relative energy (zero: lowest compared OMol25 entry of this formula, charge and spin), kJ/mol: 1450.2
Net charge: 0
DFT total energy, eV: -85817.4785
LUMO level, eV: -0.361
Gap between HOMO and LUMO, eV: 8.3511

Each line ends with the Mulliken charge.
Atoms and positions in Å:
N: 4.95 4.96 -0.66  -0.43
H: -1.35 -3.19 6.79  0.25
H: 5.02 4.37 0.15  0.23
O: -0.12 -4.57 -5.18  -0.62
N: -1.63 -3.65 5.94  -0.40
O: 0.58 -6.42 2.68  -0.63
H: -1.46 4.41 -6.09  0.20
H: 3.22 1.50 -5.06  0.22
H: -2.62 -0.49 -6.98  0.13
N: 0.60 -5.99 -3.73  -0.45
C: -1.66 -2.82 4.93  0.63
C: -4.41 -8.31 -0.71  0.60
H: 1.04 4.55 3.85  0.16
N: -7.07 2.99 3.84  -0.45
H: 2.67 1.80 -8.87  0.22
N: -0.05 7.54 0.76  -0.39
H: 0.08 8.54 0.75  0.15
C: -5.87 3.41 3.61  0.61
C: -1.24 7.07 0.94  0.78
C: 3.36 -1.10 7.84  0.63
O: -5.43 4.52 3.93  -0.65
H: 0.31 1.16 -0.29  0.16
H: -2.06 -3.04 2.99  0.26
H: 3.48 -6.13 3.73  0.15
C: 3.84 4.70 -1.36  0.66
H: 0.92 -7.46 -5.17  0.19
H: -1.99 -4.44 3.87  0.25
H: -4.35 2.54 2.62  0.24
H: -7.26 2.00 3.84  0.21
H: 5.12 -1.76 7.06  0.16
H: 6.25 -2.58 0.92  0.19
N: -3.55 -0.13 -7.08  -0.40
O: -5.67 -0.13 -6.54  -0.59
H: 4.59 -2.51 8.43  0.22
H: 2.45 5.76 -2.35  0.21
N: -0.32 5.63 5.46  -0.40
C: 5.41 -0.87 1.36  0.67
H: 0.75 -6.97 -3.54  0.15
H: 4.00 6.37 -2.45  0.20
N: 3.15 1.12 -6.00  -0.35
O: -1.46 5.83 0.91  -0.71
H: 1.67 -4.53 1.41  0.22
O: 2.53 2.97 -6.97  -0.64
O: 2.62 -1.10 8.83  -0.70
O: -0.33 3.75 6.53  -0.70
N: -0.22 0.02 -2.11  -0.34
N: 5.91 -2.04 1.70  -0.41
H: -0.19 6.06 4.56  0.15
N: 3.40 5.71 -1.99  -0.39
H: 0.35 -5.26 -3.07  0.23
N: -0.17 0.35 0.08  -0.32
N: 5.18 -0.70 0.08  -0.34
H: -7.71 3.55 4.39  0.22
H: 0.02 0.13 1.05  0.25
H: 3.15 -4.96 2.11  0.10
O: 3.14 3.66 -1.37  -0.67
N: -4.01 -7.16 -1.11  -0.37
H: 2.39 -7.49 4.09  0.22
N: 2.19 -5.21 1.96  -0.32
H: 3.25 0.12 -6.00  0.18
H: -2.24 4.20 -3.01  0.22
H: -0.54 -0.50 -2.91  0.20
H: -2.12 3.41 -4.54  0.14
H: -2.56 -8.60 -0.04  0.17
H: -3.05 -6.86 -1.01  0.15
C: 0.42 -5.61 -4.99  0.68
H: -3.22 -1.54 -5.47  0.15
H: -1.98 -4.58 5.77  0.19
O: -5.56 -8.56 -0.68  -0.62
O: 5.17 0.06 2.15  -0.68
H: -3.70 -9.97 -0.01  0.24
N: -2.21 -3.45 3.90  -0.51
H: 0.09 0.95 -2.34  0.17
C: 1.71 -6.10 2.75  0.62
H: 4.78 0.10 -0.39  0.21
N: -1.91 5.29 -5.85  -0.45
N: 3.09 1.25 -8.14  -0.43
H: -2.04 8.95 1.34  0.16
H: 2.03 -0.54 6.60  0.25
H: -6.07 1.97 2.45  0.23
H: 6.40 -2.07 2.58  0.24
N: 0.50 -6.68 -5.66  -0.40
H: 3.53 0.36 -8.32  0.17
N: -2.15 7.94 1.30  -0.44
H: 3.70 -0.69 5.98  0.15
N: 3.03 -0.62 6.73  -0.34
O: -1.43 -1.63 5.02  -0.66
N: -4.14 -1.16 -5.32  -0.35
H: -2.95 7.47 1.68  0.24
H: -1.08 5.92 6.07  0.24
H: -3.69 0.44 -7.91  0.20
H: -0.16 -6.69 -6.42  0.22
H: -1.73 6.12 -6.39  0.24
N: 4.44 -1.73 7.81  -0.38
H: 5.65 -1.43 -0.43  0.12
O: -0.66 -1.71 -0.67  -0.69
N: 0.96 4.00 4.70  -0.33
C: -4.57 -0.46 -6.33  0.67
O: -1.58 6.34 -3.95  -0.66
C: 0.14 4.42 5.59  0.66
N: 2.58 -6.58 3.68  -0.39
H: -4.64 -1.25 -4.45  0.20
C: -0.44 -0.49 -0.88  0.58
H: -4.75 -6.55 -1.44  0.21
N: -3.50 -8.98 -0.01  -0.39
N: -5.31 2.44 2.93  -0.41
H: 0.71 6.90 0.60  0.20
N: -2.16 4.26 -4.01  -0.35
C: 2.99 1.88 -6.98  0.63
C: -1.91 5.37 -4.58  0.66
H: 1.31 3.06 4.83  0.22
H: 5.41 5.86 -0.66  0.19



Entry 2:
# C6H23INO4PSi2

A molecular structure, C6H23INO4PSi2 (ωB97M-V with the def2-TZVPD basis set, OMol25).

Summary:
Net charge: 0
DFT total energy, eV: -49423.1658
LUMO level, eV: 0.004
Gap between HOMO and LUMO, eV: 8.4448

Each line ends with the natural charge from an NBO analysis.
Atoms and positions in Å:
H: 4.17 -2.04 -2.43  0.50
H: -1.10 2.88 5.52  0.21
H: -4.57 -2.09 -5.84  0.21
H: -3.68 -2.41 -3.51  0.17
H: -4.09 -0.06 -4.32  0.21
H: -2.91 -2.03 -6.45  0.20
O: 0.77 -0.21 -0.20  -1.25
Si: 0.85 -1.13 -1.57  1.14
H: 2.19 1.55 4.89  0.45
C: 0.98 3.09 4.96  0.09
H: 3.17 0.03 0.66  -0.25
O: -1.75 -2.48 -4.04  -0.72
C: -3.08 -0.46 -4.17  -0.63
H: -0.39 -0.95 -2.32  -0.16
O: 2.00 2.31 4.33  -0.72
H: 0.70 4.24 6.77  0.21
H: -0.14 1.41 5.72  0.20
C: 1.46 3.61 6.31  -0.63
H: -3.54 -3.52 -5.72  0.22
I: 1.69 0.08 -4.84  -0.14
H: -0.62 1.92 4.10  0.22
C: -3.55 -2.43 -5.66  -0.63
H: 0.82 3.93 4.28  0.17
H: 1.09 -2.55 -1.19  -0.20
C: -3.06 -1.97 -4.30  0.10
H: 2.37 4.19 6.19  0.22
H: 2.13 -1.71 2.81  0.38
H: -2.73 -0.15 -3.19  0.22
H: 1.67 2.77 6.98  0.20
C: -0.30 2.28 5.08  -0.63
H: -2.42 -0.01 -4.92  0.20
H: 1.36 0.83 2.04  -0.20
Si: 1.78 -0.23 1.11  1.59
P: 2.73 -0.43 -2.70  0.48
N: 1.63 -1.74 1.93  -1.28
O: 3.47 -1.87 -3.08  -1.00
H: 2.03 -2.53 1.44  0.38
H: -1.15 -2.11 -4.71  0.46



Entry 3:
# C25H22F10N4OPd

A molecular structure, C25H22F10N4OPd (ωB97M-V with the def2-TZVPD basis set, OMol25).

Summary:
2S+1: 3
Net charge: 0
DFT total energy, eV: -64941.1718
LUMO level (alpha / beta), eV: 0.271 / -0.729
Gap between HOMO and LUMO (alpha / beta), eV: 7.1962 / 6.4421

Each line ends with the Löwdin spin population.
Atoms and positions in Å:
H: -4.57 0.34 0.78  0.00
H: -3.25 1.47 1.18  0.00
H: -3.17 -1.68 1.93  0.00
C: -3.59 0.72 0.47  0.01
F: 1.99 1.12 1.16  0.01
C: 1.83 -2.45 1.62  0.03
C: 2.34 -0.17 1.34  0.03
C: 3.69 -0.44 1.42  0.00
N: -2.61 -0.36 0.37  0.12
H: 1.97 2.44 -0.99  0.00
C: -1.02 -1.74 1.64  0.01
C: 3.18 -2.74 1.71  0.00
H: -0.86 -2.21 2.62  0.01
H: -0.77 1.33 2.40  0.00
H: -0.99 4.96 -1.40  0.00
H: -3.70 1.20 -0.51  0.00
H: 2.27 2.56 -2.72  0.00
N: -0.90 -1.13 -1.74  0.11
H: 0.11 5.79 0.67  0.00
N: 0.02 -0.78 1.34  0.16
C: -0.61 2.34 2.06  0.00
C: -0.60 -3.59 -1.91  0.01
C: -2.34 -1.00 1.67  0.00
O: 0.50 1.60 -2.19  0.05
C: -0.16 -2.27 -1.77  0.01
H: -0.25 3.12 4.02  0.00
F: 3.42 -3.05 -1.55  0.00
H: -1.21 3.23 -1.64  0.00
C: -2.33 -1.13 -1.95  0.02
F: -0.28 -5.91 -2.06  0.00
C: 1.24 -2.18 -1.65  0.01
F: 1.82 -0.95 -1.59  0.01
F: 2.43 -5.59 -1.83  0.00
H: 0.63 4.28 -3.00  0.00
H: -2.74 -2.36 -0.26  0.00
F: -1.93 -3.86 -1.96  0.00
H: -2.31 -0.23 2.44  0.00
C: -0.42 3.76 0.26  0.01
C: 0.24 -4.69 -1.93  0.00
C: 0.81 3.96 -1.97  0.00
F: 5.43 -2.02 1.70  0.01
H: 0.90 0.79 -2.55  0.00
C: -0.02 4.61 2.46  0.00
C: 1.61 -4.54 -1.80  0.01
H: -4.13 -1.36 -0.72  0.00
C: -0.29 3.34 2.96  0.00
C: 1.33 -1.15 1.44  0.01
C: 2.10 -3.25 -1.66  0.00
C: -3.03 -1.37 -0.63  0.01
F: 0.99 -3.50 1.67  0.01
C: -0.09 4.81 1.10  0.00
H: 0.24 5.42 3.13  0.00
F: 3.57 -4.00 1.89  0.00
F: 4.57 0.55 1.31  0.00
N: -0.69 2.53 0.73  0.03
H: -2.67 -1.85 -2.70  0.00
H: 1.49 4.68 -1.52  0.00
C: 1.49 2.61 -1.96  0.00
H: -1.08 -2.56 0.91  0.00
Pd: -0.58 0.43 -0.31  1.30
C: -0.54 3.99 -1.23  0.00
H: -2.61 -0.14 -2.32  0.00
C: 4.13 -1.74 1.61  0.03



Entry 4:
# C7H30N14O8

8 unconnected molecules or ions with the total composition C7H30N14O8 (ωB97M-V with the def2-TZVPD basis set, OMol25).

Summary:
Relative energy (zero: lowest compared OMol25 entry of this formula, charge and spin), kJ/mol: 356.8
SMILES: NC(N)=O.NC(N)=O.NC(N)=O.NC(N)=O.NC(N)=O.NC(N)=O.NC(N)=O.O
Net charge: 0
DFT total energy, eV: -44991.6527
LUMO level, eV: 0.151
Gap between HOMO and LUMO, eV: 8.8467

Each line ends with the natural charge from an NBO analysis.
Atoms and positions in Å:
N: -3.16 -1.22 -1.66  -0.83
C: -2.32 0.29 1.73  0.76
N: 3.14 -1.87 -1.85  -0.84
H: 4.04 -2.91 -3.61  0.39
H: -0.99 4.36 -2.58  0.41
H: -2.67 -1.12 -0.78  0.42
N: 4.69 -2.24 -3.21  -0.80
N: -1.60 3.37 0.21  -0.81
H: 2.21 0.88 5.58  0.41
O: 2.69 3.98 0.02  -0.69
O: 4.55 -0.22 -2.22  -0.70
N: -2.10 0.87 2.86  -0.81
N: -0.37 -2.90 -0.97  -0.85
H: -0.12 0.03 -0.06  0.50
H: 0.57 4.36 1.42  0.38
N: -0.89 -5.00 -0.99  -0.85
H: -3.42 -0.40 -2.19  0.39
O: 0.83 0.05 -0.18  -0.99
C: 1.38 0.70 3.80  0.75
O: -0.58 2.27 -1.50  -0.71
N: -4.16 -2.35 -3.19  -0.81
H: 2.44 -0.56 2.69  0.39
H: 3.08 -0.09 4.43  0.39
N: -1.19 4.41 -1.59  -0.82
N: -3.37 0.82 1.12  -0.84
H: -1.34 -2.66 -0.85  0.39
H: -1.52 4.25 0.69  0.38
H: 0.63 2.81 2.10  0.40
H: -1.63 2.52 0.76  0.40
C: 2.19 3.25 0.85  0.74
C: -1.04 3.28 -0.95  0.76
H: -4.17 1.06 1.68  0.38
O: -1.59 -0.45 1.11  -0.72
H: -1.64 5.25 -1.28  0.39
N: 2.22 0.37 4.71  -0.80
H: 0.98 0.77 -0.79  0.51
H: 2.50 1.45 1.78  0.38
C: 0.09 -4.12 -0.97  0.76
H: -0.72 -6.00 -1.06  0.40
C: 4.17 -1.38 -2.44  0.73
O: -3.40 -3.41 -1.43  -0.72
H: 2.36 -1.26 -1.65  0.41
N: 2.70 2.08 1.01  -0.83
H: -1.82 -4.63 -1.07  0.42
H: 5.48 -1.99 -3.77  0.40
H: 1.19 0.22 1.83  0.45
H: 3.05 -2.88 -1.79  0.40
C: -3.55 -2.38 -2.08  0.75
H: -4.70 -3.17 -3.42  0.42
H: -3.97 -1.60 -3.84  0.39
O: 1.23 -4.35 -0.77  -0.70
H: -3.60 0.29 0.29  0.39
N: 1.69 0.11 2.70  -0.83
H: 0.32 -2.16 -0.91  0.41
O: 0.49 1.50 3.90  -0.72
H: -2.71 1.66 3.06  0.39
H: 3.55 1.88 0.50  0.41
N: 1.07 3.49 1.49  -0.84
H: -1.23 0.66 3.33  0.44



Entry 5:
# C5H14NS

2 unconnected molecules or ions with the total composition C5H14NS (ωB97M-V with the def2-TZVPD basis set, OMol25).

Summary:
Relative energy (zero: lowest compared OMol25 entry of this formula, charge and spin), kJ/mol: 456.9
Net charge: +1
DFT total energy, eV: -17726.5448
LUMO level (alpha / beta), eV: -3.749 / -3.749
Gap between HOMO and LUMO (alpha / beta), eV: 8.8669 / 8.8659

Each line ends with the natural charge from an NBO analysis.
Atoms and positions in Å:
H: -2.54 0.27 1.14  0.24
C: -1.17 -0.97 -0.71  -0.43
C: -0.09 1.25 -0.85  -0.37
H: 0.58 0.46 1.89  0.23
H: -0.34 -1.06 1.55  0.19
C: -2.03 0.89 0.40  -0.38
H: 0.85 0.88 -1.20  0.23
H: -2.16 -0.81 -1.16  0.24
H: 2.36 -1.88 0.88  0.23
N: -0.73 0.21 0.04  -0.24
H: -1.14 -1.85 -0.03  0.24
H: -2.54 1.10 -0.43  0.21
H: 0.15 2.03 -0.24  0.22
H: 1.75 -1.57 -0.64  0.21
C: 0.24 -0.19 1.08  -0.32
H: -1.63 1.79 0.87  0.22
C: 2.25 -1.09 0.20  -0.44
S: 3.37 0.14 -0.38  0.14
H: 4.17 0.25 0.58  0.13
H: -0.85 1.43 -1.50  0.21
H: -0.48 -1.28 -1.49  0.23



Entry 6:
# C10H22LiO4

A molecular structure, C10H22LiO4 (ωB97M-V with the def2-TZVPD basis set, OMol25).

Summary:
Relative energy (zero: lowest compared OMol25 entry of this formula, charge and spin), kJ/mol: 0.0
Net charge: -1
DFT total energy, eV: -19122.0910
LUMO level, eV: 3.007
Gap between HOMO and LUMO, eV: 6.1930

Each line ends with the natural charge from an NBO analysis.
Atoms and positions in Å:
H: 0.17 -2.58 1.28  0.16
C: 0.20 -1.59 1.76  -0.07
Li: -0.75 0.57 -0.22  0.88
H: -2.49 -1.79 1.64  0.15
H: -1.28 0.10 3.72  0.22
O: 1.15 0.81 -1.05  -0.56
H: 1.55 2.72 -1.70  0.16
C: 1.55 1.29 -3.33  -0.43
C: 2.61 0.31 -2.81  -0.42
H: -2.53 -1.72 -2.63  0.10
C: -1.49 -0.91 3.37  -0.43
H: -1.32 -1.95 -1.36  0.08
C: 0.98 1.84 -2.03  -0.07
H: 1.99 2.07 -3.95  0.20
C: -0.16 -1.70 3.25  -0.44
H: -2.22 -1.38 4.02  0.20
H: 0.08 1.56 2.25  0.08
O: -1.20 2.24 0.75  -1.00
C: -1.96 -0.86 1.92  -0.07
C: -1.60 -1.26 -2.20  -0.20
H: -2.58 0.00 1.67  0.24
H: 0.14 3.30 1.94  0.09
H: 2.55 -0.69 -0.83  0.17
C: -0.56 2.42 1.93  -0.20
C: 1.90 -0.27 -1.60  -0.07
H: -0.81 -1.39 -2.98  0.08
H: 1.18 -1.16 1.55  0.19
H: -1.26 2.61 2.79  0.09
H: 2.94 -0.47 -3.50  0.20
H: -0.07 2.12 -2.07  0.24
H: -0.30 -2.75 3.52  0.19
H: 3.52 0.86 -2.53  0.19
H: 0.61 -1.31 3.91  0.21
O: -1.77 0.03 -1.82  -1.00
O: -0.77 -0.76 1.16  -0.55
H: 0.79 0.75 -3.90  0.22
H: 1.21 -1.05 -1.94  0.18



Entry 7:
# C13H24N2O2P

A gas-phase ion, C13H24N2O2P (charge +1) (ωB97M-V with the def2-TZVPD basis set, OMol25).

Summary:
Net charge: +1
DFT total energy, eV: -30229.0550
LUMO level, eV: -4.240
Gap between HOMO and LUMO, eV: 8.5532

Each line ends with the natural charge from an NBO analysis.
Atoms and positions in Å:
N: 1.50 3.03 1.03  -0.44
H: 1.71 -1.68 -2.70  0.23
C: -3.75 -1.44 0.35  -0.61
H: 2.45 -1.44 0.13  0.21
N: -1.27 1.26 -0.64  -0.66
P: -1.16 3.41 1.71  1.41
C: 1.60 -1.68 -0.51  -0.41
H: -0.17 -3.11 0.83  0.19
C: -2.50 -0.85 -0.29  -0.41
H: -0.05 -0.09 -2.18  0.25
H: 3.27 1.38 -1.26  0.25
C: 1.51 -3.21 -0.60  -0.40
H: 1.45 -3.53 -1.63  0.20
H: -0.65 1.74 3.05  0.50
H: 1.64 3.73 1.75  0.44
H: -4.23 -2.10 -0.37  0.23
C: 0.98 0.24 -2.11  -0.46
H: -2.72 -0.63 -1.33  0.21
H: 2.91 -0.68 -1.92  0.19
H: -1.67 -1.56 -0.29  0.20
H: -4.48 -0.68 0.59  0.21
C: -2.05 0.47 0.34  -0.21
C: 2.58 2.61 0.35  0.09
H: 0.73 -4.62 0.88  0.22
H: 2.44 -3.62 -0.21  0.21
H: -3.55 -2.04 1.23  0.21
C: 0.25 2.62 0.76  -0.12
O: -1.39 2.36 2.93  -0.96
C: 1.88 -1.00 -1.87  -0.38
H: -0.36 -4.31 -0.44  0.22
C: 0.37 -3.84 0.22  -0.61
C: 1.14 1.24 -1.01  0.15
H: 0.72 -1.25 -0.03  0.19
H: 3.55 2.99 0.61  0.24
H: 0.10 4.27 3.31  0.50
H: -2.95 1.01 0.63  0.20
C: 2.42 1.71 -0.69  -0.24
C: 0.02 1.70 -0.27  0.13
H: 1.25 0.72 -3.04  0.25
H: -1.81 2.03 -1.03  0.40
O: -0.27 4.56 2.46  -1.00
H: -1.46 0.29 1.23  0.18



Entry 8:
# C18H35INO9S

A molecular structure, C18H35INO9S (ωB97M-V with the def2-TZVPD basis set, OMol25).

Summary:
2S+1: 2
Net charge: 0
DFT total energy, eV: -58085.4931
LUMO level (alpha / beta), eV: -0.022 / -0.057
Gap between HOMO and LUMO (alpha / beta), eV: 8.3776 / 9.6446

Each line ends with the Löwdin spin population.
Atoms and positions in Å:
O: 4.10 -4.25 -0.03  0.00
O: 3.22 -5.92 1.22  0.00
C: 3.89 3.25 1.85  0.00
H: 1.07 1.81 2.19  0.00
C: 0.80 -5.28 0.35  0.00
H: -2.70 0.46 -4.15  0.00
H: 2.67 1.11 2.41  0.00
H: 5.71 5.46 0.41  0.00
C: -4.69 1.45 -0.59  0.02
H: -1.49 2.44 -3.86  0.00
H: -4.17 -0.08 0.86  0.00
H: 5.90 -5.62 -1.45  0.00
H: 0.88 -1.22 0.52  0.00
H: 0.19 -0.87 -1.09  0.00
H: 1.41 3.23 4.22  0.00
H: -4.08 1.55 -4.26  0.00
H: -6.75 0.91 -0.98  0.00
C: -5.76 0.57 -1.29  0.01
C: 0.01 -1.31 -0.12  0.00
H: -3.16 1.35 0.89  0.00
H: 0.81 -6.28 -0.07  0.00
H: -4.15 0.08 -3.26  0.00
O: 4.69 2.53 2.41  0.00
H: -6.05 1.69 1.04  0.00
O: -0.73 0.85 1.14  0.00
H: 5.41 -4.82 1.47  0.00
H: -4.75 2.88 1.06  0.00
C: -2.15 2.87 -3.10  0.00
H: -5.73 0.65 -2.37  0.00
H: -1.28 0.36 -2.27  0.00
H: -0.05 -4.73 -0.04  0.00
C: 2.06 1.99 2.59  0.00
H: -5.68 -0.47 -0.99  0.00
O: 1.96 -4.55 -0.07  0.00
H: 6.97 -6.01 -0.09  0.00
H: 2.99 2.48 4.48  0.00
O: -1.89 -1.26 1.69  0.00
I: -3.10 -1.93 -1.41  0.00
O: 4.21 4.33 1.14  0.00
O: -3.71 3.50 -1.14  0.53
H: -2.83 3.57 -3.58  0.00
O: 2.58 3.10 1.82  0.00
H: -1.30 1.63 -1.04  0.00
H: -6.07 3.04 -0.12  0.00
C: -2.54 -0.03 -0.56  0.00
C: -3.66 0.65 0.22  0.02
S: -1.28 -0.41 0.71  0.00
H: 5.94 4.95 2.10  0.00
C: 2.00 2.32 4.06  0.00
H: 1.52 1.51 4.60  0.00
H: -0.32 -2.34 -0.21  0.00
H: -1.52 3.40 -2.38  0.00
H: 6.18 3.78 0.78  0.00
N: -3.98 2.32 -1.57  0.38
C: -5.43 2.34 0.41  0.00
C: -3.52 0.90 -3.59  0.00
H: 5.35 -6.71 -0.17  0.00
C: 5.60 4.64 1.11  0.00
H: 6.03 -3.74 0.21  0.00
C: 3.11 -5.00 0.45  0.00
C: -1.93 0.92 -1.59  0.02
C: 5.42 -4.63 0.40  0.00
C: -2.93 1.73 -2.44  0.02
H: 0.74 -5.33 1.44  0.00
C: 5.94 -5.82 -0.37  0.00